Density functional theory data (ωB97M-V/def2-TZVPD) for a cluster of 9 separate species, C28H77NO32P8 in total in a non-equilibrium geometry.

Output
Gap between HOMO and LUMO in eV: 8.645
LUMO in eV: 0.3
Net charge: 0
SMILES: COP(=O)(OC)OC.COP(=O)(OC)OC.COP(=O)(OC)OC.COP(=O)(OC)OC.COP(=O)(OC)OC.COP(=O)(OC)OC.COP(=O)(OC)OC.COP(=O)(OC)OC.c1cc[nH]c1
DFT total energy in eV: -171620.32654

```
146
Properties=species:S:1:pos:R:3:forces:R:3
C 11.558 -17.888 7.835 -0.69 -0.38 -1.41
O 11.017 -18.282 9.085 -2.39 -0.68 0.77
P 9.370 -18.616 9.073 -0.07 -1.88 -1.00
O 8.867 -19.606 8.033 1.43 2.39 1.90
O 9.014 -19.165 10.542 -0.01 0.96 -1.77
C 9.072 -18.307 11.680 2.01 -0.17 1.02
O 8.705 -17.157 9.018 1.06 -0.94 0.35
C 7.948 -16.706 7.921 -0.73 0.53 -0.74
H 10.898 -18.253 7.048 -0.15 -0.01 -0.25
H 12.494 -18.400 7.608 0.21 0.29 0.63
H 11.599 -16.809 7.690 0.33 0.03 0.48
H 9.990 -18.645 12.160 -0.11 0.05 0.63
H 8.255 -18.452 12.387 -0.24 -0.02 -0.54
H 9.303 -17.262 11.475 -0.71 0.03 -0.39
H 6.898 -16.751 8.211 -0.04 0.13 -0.18
H 8.084 -17.257 6.991 0.16 -0.45 0.27
H 8.238 -15.681 7.693 -0.07 0.07 0.29
C 7.174 -18.059 18.680 0.07 -0.27 1.45
O 6.555 -18.549 17.509 0.31 0.04 -1.50
P 7.461 -19.161 16.310 0.07 1.32 0.73
O 8.704 -18.360 16.133 -1.36 -1.56 -0.17
O 6.376 -19.134 15.085 1.36 -1.60 1.09
C 5.967 -17.917 14.570 -1.28 2.71 -0.84
O 7.641 -20.701 16.754 -0.55 1.18 -0.99
C 6.505 -21.598 16.687 0.23 -0.72 -0.99
H 7.073 -18.862 19.410 -0.02 0.18 0.35
H 6.664 -17.168 19.045 -0.31 -0.14 -0.23
H 8.233 -17.798 18.669 0.05 -0.17 -0.91
H 4.899 -17.804 14.382 -0.61 -0.88 1.18
H 6.169 -17.648 13.533 1.62 -0.79 -0.22
H 6.257 -17.062 15.181 0.18 -0.13 0.10
H 5.789 -21.292 15.923 -0.14 0.43 0.36
H 6.038 -21.801 17.651 0.20 0.42 0.02
H 6.889 -22.525 16.261 0.18 -0.16 0.35
C 5.155 -18.659 5.571 0.79 1.51 -0.11
O 4.838 -19.862 4.957 -1.04 -3.00 0.07
P 4.068 -21.069 5.690 -0.61 -1.46 0.36
O 4.507 -21.422 7.074 -0.48 0.56 -1.93
O 4.169 -22.385 4.639 -0.60 2.56 2.43
C 4.511 -22.148 3.298 1.12 -0.43 -1.30
O 2.514 -20.573 5.603 1.62 -0.97 0.05
C 1.351 -21.435 5.435 0.19 1.75 -1.18
H 4.888 -18.552 6.622 -0.33 -0.27 -0.09
H 4.690 -17.909 4.931 -0.07 0.37 0.47
H 6.234 -18.530 5.494 0.07 0.01 0.09
H 4.235 -21.166 2.915 -0.11 -0.07 0.14
H 4.119 -22.934 2.653 -0.58 0.05 0.26
H 5.587 -22.300 3.205 0.19 0.42 -0.03
H 0.855 -20.858 4.655 -0.68 -0.22 0.10
H 0.739 -21.381 6.336 0.30 -0.61 -0.01
H 1.548 -22.389 4.947 0.31 -0.22 0.81
C 11.647 -24.813 4.511 -0.07 0.51 -1.31
O 10.636 -24.637 5.502 -1.10 0.66 0.33
P 9.455 -23.537 5.227 0.46 0.36 -1.28
O 8.626 -23.802 4.004 1.37 0.80 2.08
O 8.702 -23.527 6.644 2.48 -0.87 -1.30
C 7.628 -22.677 6.909 -1.56 0.74 0.64
O 10.283 -22.082 5.131 -1.31 -1.67 -0.91
C 11.146 -21.732 6.195 -0.11 -0.70 0.96
H 12.017 -25.832 4.396 -0.16 -0.08 0.99
H 12.464 -24.106 4.656 0.08 -0.16 0.29
H 11.262 -24.622 3.510 -0.33 0.29 -0.03
H 6.969 -23.263 7.551 -0.49 0.12 -0.50
H 7.148 -22.322 5.997 -0.25 -0.31 0.03
H 7.864 -21.793 7.502 0.75 0.03 -0.15
H 12.206 -21.871 5.981 -0.01 0.00 -0.54
H 10.910 -22.440 6.989 0.27 0.51 0.65
H 10.972 -20.701 6.503 -0.20 -0.15 -0.01
C 3.426 -24.713 7.123 -0.11 -0.21 0.52
O 4.685 -24.643 7.842 0.00 -1.62 1.13
P 4.999 -25.902 8.882 1.18 0.28 -0.33
O 5.299 -27.193 8.189 -0.61 1.74 1.10
O 6.244 -25.297 9.789 -1.30 -0.78 -1.03
C 7.621 -25.451 9.339 -0.12 -0.13 -0.57
O 3.761 -25.886 9.939 1.11 0.09 -0.75
C 3.820 -26.693 11.148 0.69 -0.34 0.00
H 3.202 -25.727 6.792 0.09 -0.16 0.21
H 3.410 -24.097 6.224 0.57 0.23 0.36
H 2.681 -24.376 7.844 -0.37 -0.01 -0.30
H 8.261 -25.838 10.132 -0.36 0.29 0.29
H 7.971 -24.484 8.977 0.04 -0.05 0.29
H 7.696 -26.150 8.506 -0.27 -0.05 -0.02
H 3.867 -26.083 12.049 -0.38 0.46 -0.29
H 4.749 -27.262 11.180 -0.05 -0.24 -0.30
H 2.960 -27.360 11.210 0.09 0.27 -0.22
C 3.423 -21.623 14.396 -0.97 0.34 0.12
O 4.514 -21.616 13.475 0.65 0.40 -1.30
P 4.305 -20.767 12.105 0.69 -2.65 -1.95
O 3.747 -19.421 12.253 0.30 -0.16 -0.06
O 5.779 -20.898 11.339 -1.95 -0.71 4.09
C 5.918 -20.287 10.100 -0.42 -0.25 -1.30
O 3.342 -21.761 11.200 -0.01 2.12 0.57
C 3.800 -22.964 10.547 0.01 -0.53 1.42
H 2.466 -21.554 13.879 0.00 0.54 -0.14
H 3.546 -20.791 15.088 -0.17 -0.06 0.00
H 3.295 -22.559 14.940 0.94 -0.19 -0.06
H 4.987 -20.493 9.572 0.06 0.67 -0.62
H 6.696 -20.843 9.577 0.16 0.38 -0.02
H 6.161 -19.232 10.225 -0.08 0.01 -0.30
H 4.606 -23.262 11.218 0.71 -0.58 -1.08
H 3.954 -22.878 9.472 0.73 0.61 0.23
H 3.071 -23.770 10.632 -0.48 0.46 0.35
C -0.162 -23.950 9.792 -2.32 0.32 -1.36
O 0.635 -24.672 10.652 0.83 -1.90 2.63
P 0.061 -25.579 11.902 0.52 -0.43 0.28
O 1.015 -26.550 12.539 -1.18 2.05 -1.22
O -0.523 -24.458 12.929 -0.54 -1.27 -1.95
C 0.324 -23.637 13.719 -0.74 -0.20 0.94
O -1.241 -26.349 11.294 1.36 1.58 -0.02
C -2.074 -27.055 12.206 -0.59 -0.14 0.33
H 0.076 -22.906 9.589 1.04 -0.10 0.43
H -1.191 -23.878 10.146 -0.18 -0.22 0.15
H -0.205 -24.487 8.845 0.03 0.12 -0.16
H -0.339 -22.953 14.248 -0.01 0.15 -0.23
H 1.017 -23.037 13.129 0.28 -0.42 0.06
H 0.693 -24.309 14.495 1.00 0.35 -0.14
H -2.256 -28.081 11.887 0.69 -0.07 -0.12
H -3.073 -26.620 12.182 0.14 0.43 0.28
H -1.624 -27.016 13.198 -0.35 -0.25 0.07
C 6.282 -24.589 13.544 -0.87 -0.05 -0.62
O 7.345 -24.535 14.472 1.59 0.51 0.31
P 8.872 -24.231 14.006 0.43 -0.25 -1.10
O 9.245 -24.934 12.737 -0.64 1.17 1.85
O 9.035 -22.602 13.988 -0.15 -1.21 0.48
C 8.485 -21.846 12.891 0.20 -0.41 -0.35
O 9.747 -24.660 15.278 -0.97 -0.05 -2.12
C 9.988 -23.838 16.390 -0.49 0.54 0.71
H 5.526 -23.845 13.794 0.07 0.03 0.25
H 5.828 -25.579 13.585 0.09 -0.02 0.02
H 6.562 -24.387 12.510 0.37 -0.16 0.00
H 9.285 -21.306 12.385 0.15 -0.26 0.01
H 7.769 -21.090 13.213 -0.17 -0.38 0.37
H 8.040 -22.568 12.206 -0.18 0.46 -0.29
H 9.582 -24.371 17.250 0.43 0.05 0.22
H 9.440 -22.899 16.315 0.20 0.12 -0.03
H 11.058 -23.641 16.453 -0.12 -0.08 0.21
C -0.626 -19.966 14.153 1.01 1.30 -1.17
C -0.114 -19.137 15.202 0.34 -0.94 0.79
C 1.074 -18.584 14.807 -0.05 -0.35 -1.31
N 1.290 -18.987 13.505 -0.65 0.98 1.02
C 0.246 -19.760 13.054 0.21 0.34 1.13
H -1.581 -20.470 14.180 0.19 -0.11 -0.20
H -0.434 -19.133 16.234 -0.37 0.16 -0.12
H 1.790 -17.903 15.243 -0.21 -0.17 0.32
H 2.040 -18.544 12.993 -0.14 -0.72 -0.52
H 0.273 -19.946 11.991 -0.46 -0.59 0.16
```
Positions in Å, forces in eV/Å.

Results of the Löwdin charge analysis, in e, for atoms 1 through 5: -0.131 -0.224 0.521 -0.264 -0.227